Entry from the OMol25 dataset: the ion C4H6NO5S with charge -1 in a non-equilibrium geometry (the ωB97M-V functional and the def2-TZVPD basis).

Geometry (Å):
C: 0.80 2.17 0.49
C: -0.44 1.18 0.63
C: 0.58 0.16 0.02
C: 0.14 -0.40 -1.32
N: 1.56 1.18 -0.01
O: 2.98 -1.41 -0.96
O: 0.83 3.35 0.64
O: 4.85 -0.12 -0.01
O: 2.95 -0.77 1.36
O: 2.84 1.07 -0.51
S: 3.41 -0.45 0.06
H: -0.45 1.08 1.68
H: -1.25 1.41 -0.01
H: 0.87 -0.72 0.75
H: 1.07 -0.95 -1.52
H: 0.05 0.45 -1.98
H: -0.74 -1.03 -1.15

Values from the calculation:
DFT total energy: -984.95867 a.u.
lowest unoccupied orbital energy (alpha / beta): 3.85 / 0.85 eV
⟨S²⟩: 2.008
HOMO level (alpha / beta): -0.23 / -5.81 eV
total charge: -1
strongest force on any atom: 7.58 eV/Å
molar mass: 180.2 g/mol
2S+1: 3
energy above the lowest of the compared OMol25 structures with the same formula, charge and spin: 45.5 kcal/mol